# 1
C54H35Cl4CsN4O2 | ωB97M-V/def2-TZVPD

Last column: Mulliken charge in e.
Element x y z (Å)
Cs1 0.4930 1.2654 0.1622  1.413
Cl1 7.7951 -0.5090 6.5696  -0.257
C1 6.2997 -0.7130 5.7524  0.568
C2 5.3904 -1.7202 5.9594  -0.906
C3 4.2076 -1.7388 5.2740  -0.107
C4 3.9542 -0.7956 4.2842  0.137
C5 4.9047 0.1968 4.0377  -0.485
C6 6.1136 0.2424 4.7816  -0.969
C7 2.7005 -0.7606 3.5049  0.882
C8 1.9315 0.4675 3.5395  0.512
C9 2.3005 1.8124 3.8449  -1.049
C10 1.1661 2.5911 3.7142  -0.921
C11 0.0842 1.7300 3.4576  -0.184
C12 -1.3112 2.1337 3.1471  1.623
C13 -1.8009 3.3865 3.7315  -0.145
C14 -2.7186 4.1948 2.9282  -0.679
C15 -3.1112 5.4687 3.2704  -0.818
C16 -2.8498 5.8952 4.6207  0.587
Cl2 -3.5534 7.4164 5.0490  -0.253
C17 -2.1844 5.0448 5.5065  -0.720
C18 -1.6402 3.8379 5.0656  -0.147
C19 -2.2832 1.3444 2.4526  -1.006
N1 -1.9608 0.4423 1.4546  0.217
C20 -3.0991 -0.1563 0.9574  -0.167
C21 -3.1521 -1.0990 -0.1479  1.198
C22 -4.4118 -1.4668 -0.7485  0.037
C23 -5.5777 -1.8278 0.0877  -0.625
C24 -6.8441 -1.8979 -0.4493  -0.859
C25 -7.0139 -1.9009 -1.8360  0.646
Cl3 -8.4982 -2.2827 -2.4725  -0.263
C26 -5.9367 -1.5798 -2.6611  -1.138
C27 -4.6962 -1.2149 -2.1376  -0.117
C28 -2.0158 -1.6767 -0.7736  -0.050
C29 -1.8290 -2.1132 -2.1451  -0.536
C30 -0.5778 -2.6276 -2.2853  -1.398
C31 0.0566 -2.5396 -0.9181  0.281
N2 -0.7771 -1.8864 -0.0833  -0.274
C32 1.2574 -3.1772 -0.4715  1.486
C33 1.8170 -2.9656 0.8023  -0.416
C34 2.4592 -3.9441 1.7278  -1.159
C35 2.7349 -3.2617 2.9108  -0.800
C36 2.3606 -1.9103 2.7230  -0.064
N3 1.7830 -1.6956 1.4364  -0.013
C37 1.8830 -4.1813 -1.3714  -0.031
C38 3.2737 -4.4866 -1.1929  -0.376
C39 3.8458 -5.6249 -1.7430  -0.853
C40 3.0356 -6.5788 -2.3566  0.469
Cl4 3.6945 -7.9853 -3.1001  -0.253
C41 1.6467 -6.3988 -2.3339  -0.840
C42 1.1034 -5.1773 -1.9825  -0.359
C43 -4.1786 0.4612 1.6704  -0.843
C44 -3.6939 1.2853 2.6576  -1.189
N4 0.5091 0.4196 3.4406  -0.322
H1 5.5365 -2.6275 6.5653  0.328
H2 3.4851 -2.4823 5.4709  0.608
H3 4.7082 0.8734 3.1861  0.552
H4 6.7528 1.1333 4.7124  0.330
H5 3.2675 2.1724 4.1975  0.468
H6 1.1074 3.6544 3.9276  0.536
H7 -2.8852 3.8043 1.9172  0.438
H8 -3.4210 6.1992 2.5041  0.300
H9 -2.1026 5.3659 6.5601  0.338
H10 -1.0391 3.2541 5.7332  0.493
H11 -5.3734 -2.1079 1.0890  0.630
H12 -7.7034 -2.2376 0.1500  0.275
H13 -6.2026 -1.5174 -3.6798  0.402
H14 -3.9988 -0.7210 -2.7292  0.673
H15 -2.5159 -1.9551 -3.0079  0.300
H16 -0.1755 -2.9558 -3.2450  0.592
H17 2.7574 -4.9510 1.5459  0.531
H18 3.0248 -3.6808 3.8496  0.288
H19 3.9209 -3.7985 -0.6639  0.480
H20 4.8560 -5.9062 -1.6383  0.412
H21 1.0129 -7.2285 -2.7324  0.301
H22 0.0357 -5.0043 -2.2546  0.330
H23 -5.2274 0.3863 1.4653  0.470
H24 -4.2324 1.9552 3.3220  0.503
C45 0.9025 1.3868 -8.0536  -1.372
C46 0.6847 1.9305 -6.6549  0.371
C47 -0.3452 1.4912 -5.8231  -0.902
C48 -0.5830 1.9365 -4.5180  0.622
C49 -1.6046 1.1869 -3.7419  -0.998
C50 0.3426 2.8773 -3.9952  0.858
C51 1.4133 3.3489 -4.8209  1.045
C52 2.2914 4.4257 -4.2729  -1.582
C53 1.5651 2.8763 -6.1135  -0.692
C54 0.1916 3.3498 -2.4861  -0.316
O1 1.1827 3.6281 -1.7239  -0.788
O2 -1.0523 3.4554 -2.1398  -0.687
H25 1.8994 1.5707 -8.4505  0.361
H26 0.2128 1.7874 -8.8545  0.240
H27 0.7980 0.2880 -8.0690  0.325
H28 -0.9847 0.8126 -6.3225  0.448
H29 -1.1378 0.3879 -3.1268  0.066
H30 -2.3073 0.6704 -4.4076  0.368
H31 -2.0936 1.8695 -3.0070  0.402
H32 1.7940 5.4003 -4.3010  0.311
H33 3.2887 4.4839 -4.8039  0.329
H34 2.4400 4.2441 -3.2013  0.292
H35 2.4279 3.2248 -6.6693  0.255

Output
E_HOMO (alpha / beta) in eV: -1.597 / -1.657
Charge: -2
Largest force on an atom in eV Å⁻¹: 3.96
HOMO-LUMO gap (alpha / beta) in eV: 4.86 / 5.02

# 2
C41H54Cl45N4O7P | ωB97M-V/def2-TZVPD

Last column: Mulliken charge in e.
Element x y z (Å)
C1 1.3684 -3.6366 1.6377  -0.825
C2 2.6474 -3.1166 0.8390  0.580
O1 2.3774 -2.1138 -0.1752  -0.557
C3 1.4833 -1.1079 0.2731  0.615
C4 2.0212 0.0796 1.1013  0.254
C5 3.5889 0.1688 1.4571  0.182
C6 4.3881 0.6503 0.1243  -0.384
C7 3.7936 2.0786 -0.3602  0.404
C8 4.7839 2.8812 -1.3207  -0.524
C9 4.1426 4.1731 -2.0120  0.153
C10 3.3356 5.1411 -1.0173  0.799
C11 2.0069 5.6235 -1.8268  -0.701
C12 0.8125 4.5543 -1.7538  1.361
C13 -0.5665 5.1826 -1.1720  -0.561
O2 -0.8387 6.5002 -1.7005  -0.412
C14 -1.8887 7.1029 -0.8932  -0.445
C15 1.0514 1.2314 1.5700  0.288
C16 1.5157 2.5130 2.3832  -0.608
C17 0.9657 2.5838 3.8923  -0.059
O3 2.0889 2.9297 4.7675  -0.462
C18 2.0431 4.3580 4.8949  0.641
C19 1.2933 5.0434 6.1433  -0.884
O4 2.5759 5.0897 4.0343  -0.529
C20 -0.4165 1.0776 1.1931  0.556
C21 -1.4460 2.2099 1.6388  -0.085
O5 -1.8922 2.0054 3.0028  -0.319
O6 -2.1601 0.6864 3.2318  -0.005
C22 -0.9662 -0.1287 0.3561  -0.239
N1 -2.3668 -0.1500 0.0880  0.742
C23 -2.7637 -1.2538 -0.6996  -0.708
P1 -4.5934 -1.4085 -1.2048  0.852
N2 -4.7933 -0.3482 -2.4174  -0.726
C24 -1.7566 -2.3150 -1.1909  0.334
N3 -2.3075 -3.4505 -2.0241  -0.467
C25 -2.5568 -4.3995 -1.1694  0.682
O7 -2.8003 -5.5173 -0.7264  -0.526
N4 -0.3750 -2.3648 -0.9338  -0.622
C26 -0.0295 -1.2333 -0.1390  0.564
H1 0.5864 -3.9501 0.8501  0.170
H2 1.5961 -4.5269 2.3227  0.410
H3 0.8678 -2.8481 2.2969  0.182
H4 3.0676 -4.0309 0.2742  0.356
H5 3.5011 -2.7956 1.5436  -0.655
H6 3.9886 -0.8182 1.8565  -1.275
H7 3.7950 0.9507 2.2781  0.422
H8 5.4820 0.7949 0.4626  0.286
H9 4.2907 -0.1187 -0.7110  0.386
H10 2.7271 1.9903 -0.7555  0.132
H11 3.7128 2.6978 0.6118  -0.250
H12 5.7827 3.0960 -0.7699  0.206
H13 5.0658 2.1567 -2.1760  0.254
H14 5.0252 4.7897 -2.4209  -0.128
H15 3.5014 3.9327 -2.9348  -0.181
H16 3.9152 6.0687 -0.6935  -0.308
H17 2.9448 4.6358 -0.0741  -0.194
H18 1.6726 6.6026 -1.3286  0.289
H19 2.2383 5.7847 -2.9404  0.282
H20 1.0395 3.6301 -1.1225  -0.563
H21 0.5349 4.1648 -2.7975  -0.459
H22 -0.5888 5.1313 -0.0253  0.225
H23 -1.4336 4.5040 -1.5260  0.283
H24 -1.4975 7.5094 0.0971  0.255
H25 -2.7244 6.3417 -0.6763  0.078
H26 -2.3488 7.9741 -1.4746  0.257
H27 2.6443 2.6598 2.4211  0.376
H28 1.1036 3.4487 1.8472  -0.311
H29 0.1382 3.3836 3.9633  0.223
H30 0.5365 1.5684 4.2124  0.255
H31 1.9416 5.8783 6.5540  0.325
H32 1.1597 4.2134 6.9195  0.295
H33 0.2772 5.3773 5.7592  0.250
H34 -0.9701 3.2533 1.5285  -0.116
H35 -2.3856 2.2372 0.9764  -0.462
H36 -2.4680 0.6695 4.1707  0.247
H37 -5.4866 -1.0491 -0.1451  -0.122
H38 -4.8975 -2.7286 -1.7135  0.074
H39 -3.8715 0.1044 -2.5806  0.203
C27 -5.3717 3.3706 1.0431  0.559
Cl1 -4.4538 1.9023 0.6876  0.023
Cl2 -4.2971 4.7765 1.0924  -0.134
Cl3 -6.6537 3.6109 -0.1511  -0.108
H40 -5.8320 3.2578 2.0219  -0.307
C28 -4.3495 -2.4084 4.3037  -0.226
Cl4 -3.2837 -3.7620 3.9108  -0.099
Cl5 -3.6738 -1.4455 5.6274  -0.152
Cl6 -4.6268 -1.4000 2.8766  0.046
H41 -5.3070 -2.8110 4.6283  0.394
C29 -8.9983 0.0380 -0.3813  -0.239
Cl7 -7.4653 -0.1200 -1.2524  -0.060
Cl8 -9.5885 -1.5509 0.1294  -0.121
Cl9 -8.8204 1.1092 1.0159  -0.022
H42 -9.7319 0.4752 -1.0557  0.403
C30 5.7277 -3.3763 3.4423  0.289
Cl10 5.8748 -1.9088 2.4648  -0.009
Cl11 7.0869 -3.5159 4.5660  -0.128
Cl12 4.1919 -3.3859 4.3213  -0.088
H43 5.7463 -4.2343 2.7748  -0.067
C31 0.2048 3.2017 -6.0742  -0.076
Cl13 0.3294 4.6681 -7.0555  -0.135
Cl14 1.5813 3.0731 -4.9705  -0.062
Cl15 -1.3176 3.1835 -5.1734  -0.106
H44 0.2188 2.3418 -6.7404  0.357
C32 5.5458 -7.1702 5.2511  -0.012
Cl16 5.3640 -8.9274 5.1684  -0.118
Cl17 4.9691 -6.4148 3.7588  0.025
Cl18 4.6814 -6.5206 6.6509  -0.123
H45 6.6032 -6.9399 5.3644  0.277
C33 9.4921 -1.3814 1.1078  -0.137
Cl19 8.1435 -0.8259 0.1065  -0.045
Cl20 9.6629 -0.3613 2.5425  -0.125
Cl21 9.2682 -3.0745 1.5709  -0.089
H46 10.4061 -1.3053 0.5228  0.401
C34 -7.5912 -3.0123 -4.4447  0.175
Cl22 -7.7399 -4.7744 -4.5361  -0.136
Cl23 -8.1717 -2.2615 -5.9370  -0.140
Cl24 -8.4754 -2.3859 -3.0478  -0.062
H47 -6.5385 -2.7632 -4.3231  0.122
C35 4.7173 9.2721 -0.9404  -0.036
Cl25 3.1244 9.1431 -1.6971  -0.096
Cl26 4.7025 8.5402 0.6701  -0.134
Cl27 5.9526 8.5157 -1.9573  -0.108
H48 4.9612 10.3269 -0.8344  0.378
C36 -5.6761 -6.9431 -6.8779  0.305
Cl28 -6.0667 -7.6387 -8.4574  -0.135
Cl29 -4.8290 -8.1260 -5.8711  -0.136
Cl30 -4.7052 -5.4780 -7.0665  -0.120
H49 -6.6067 -6.6753 -6.3822  0.079
C37 8.3843 3.7760 -2.5967  -0.070
Cl31 8.0241 2.4626 -1.4658  -0.039
Cl32 7.4965 5.2428 -2.1636  -0.062
Cl33 10.1235 4.0991 -2.6356  -0.132
H50 8.0710 3.4660 -3.5913  0.297
C38 -7.7836 2.4628 4.7322  -0.114
Cl34 -6.8292 1.0329 4.3132  -0.013
Cl35 -6.9630 3.4156 5.9760  -0.124
Cl36 -8.0878 3.4475 3.2939  -0.114
H51 -8.7408 2.1322 5.1297  0.356
C39 -5.4386 -11.2352 -9.2148  0.502
Cl37 -6.4875 -10.9442 -10.6100  -0.129
Cl38 -6.0020 -12.6374 -8.2947  -0.130
Cl39 -3.7629 -11.4640 -9.7332  -0.123
H52 -5.4802 -10.3618 -8.5673  -0.114
C40 5.5530 -8.8495 0.5982  -0.058
Cl40 6.1838 -7.1969 0.6449  -0.089
Cl41 6.5407 -9.9202 1.6017  -0.109
Cl42 3.8645 -8.8864 1.1240  -0.107
H53 5.5993 -9.2042 -0.4291  0.353
C41 -6.1736 -4.4349 1.1085  0.634
Cl43 -7.7089 -4.6553 0.2549  -0.113
Cl44 -6.2132 -5.2512 2.6789  -0.146
Cl45 -4.8257 -5.0387 0.1296  -0.074
H54 -6.0263 -3.3696 1.2789  -0.282

Output
E_HOMO in eV: -8.504
Charge: 0
Largest force on an atom in eV Å⁻¹: 6.50
HOMO-LUMO gap in eV: 7.14

# 3
C6H16N | ωB97M-V/def2-TZVPD

Last column: natural (NBO) charge in e.
Element x y z (Å)
C1 2.3065 0.6971 -1.0067  -0.641
C2 1.2315 -0.0623 -0.2081  -0.064
C3 -0.1183 0.1444 -0.9355  -0.413
C4 -1.4524 -0.3083 -0.3051  -0.242
C5 -1.3969 -1.7909 0.0650  -0.619
C6 -1.8527 0.5336 0.9007  -0.648
N1 1.1389 0.6410 1.1313  -0.688
H1 2.7989 0.1661 -1.8237  0.262
H2 3.1501 0.9783 -0.3655  0.218
H3 1.9192 1.6206 -1.4551  0.228
H4 1.4385 -1.1327 -0.1809  0.250
H5 -0.1150 1.2103 -1.2118  0.213
H6 -0.0477 -0.4866 -1.8279  0.247
H7 -2.2633 -0.0157 -1.0040  0.243
H8 -0.6295 -2.0276 0.8282  0.187
H9 -2.3180 -2.1636 0.5056  0.243
H10 -1.1763 -2.3977 -0.8273  0.229
H11 -1.3189 0.3450 1.8413  0.169
H12 -2.8820 0.3419 1.2373  0.252
H13 -1.9785 1.6155 0.7710  0.230
H14 1.9812 0.7935 1.6896  0.445
H15 0.4851 0.0154 1.6074  0.454
H16 0.7164 1.5691 1.0638  0.444

Output
E_HOMO in eV: -15.175
Charge: +1
SMILES string: CC(C)C[C@@H](C)[NH3+]
Energy above the lowest of the compared OMol25 structures with the same formula, charge and spin in kJ/mol: 55.52
Largest force on an atom in eV Å⁻¹: 2.60
HOMO-LUMO gap in eV: 11.84

Q: Which formula does entry 3 have?
A: C6H16N